No. 1
C39H39BCdN11O2 | wB97M-V/def2-TZVPD

Last column: Löwdin spin population.
CARTESIAN COORDINATES (ANGSTROEM)
Cd (-0.72, -0.16, 1.12)  0.000
O (1.21, -1.65, 4.90)  0.000
O (-3.29, 3.23, 2.45)  0.000
N (-1.17, 0.52, 3.37)  0.000
N (0.42, -1.56, -3.37)  0.183
N (-0.50, -2.31, 0.21)  0.002
N (-1.59, -0.56, -2.02)  0.000
N (-0.23, -1.72, -4.46)  0.241
N (-0.08, -2.34, -1.08)  0.009
N (-1.92, 1.95, 1.22)  0.000
N (0.89, 0.48, -0.29)  0.002
N (0.79, -1.19, 2.75)  0.000
N (0.84, 0.04, -1.56)  0.007
N (-2.21, -0.41, -0.81)  0.000
C (-3.70, -0.06, -2.45)  0.000
C (-1.46, 3.56, -0.60)  0.000
C (-1.18, -3.89, 1.97)  0.000
C (1.76, -1.98, -3.51)  0.188
C (-0.43, 3.91, -2.76)  0.000
C (2.98, -1.70, 1.74)  0.000
C (-3.48, -0.13, -1.06)  0.000
C (-2.01, 1.52, 3.59)  0.000
C (4.07, -1.89, -0.40)  0.000
C (0.43, 4.84, -2.20)  0.000
C (-0.86, 0.24, 5.71)  0.000
C (0.21, -2.54, -6.75)  0.055
C (-0.57, -0.07, 4.39)  0.000
C (2.19, 1.79, -1.53)  0.001
C (-1.80, 1.23, 5.94)  0.000
C (-2.42, 2.23, 2.36)  0.000
C (0.05, -3.63, -1.47)  0.005
C (1.61, 0.84, -2.33)  0.006
C (-3.36, 3.82, 1.12)  0.000
C (-4.48, 0.00, 0.05)  0.000
C (-2.38, 1.91, 4.87)  0.000
C (-2.51, 2.88, 0.23)  0.000
C (-0.63, -3.57, 0.62)  0.001
C (0.36, 5.12, -0.84)  0.000
C (1.89, -2.16, 2.69)  0.000
C (0.50, -1.01, 3.97)  0.000
C (4.89, -0.82, -0.08)  0.000
C (1.93, -2.41, -4.79)  0.001
C (1.69, 1.53, -0.24)  0.001
C (2.28, -2.33, 4.17)  0.000
C (-0.58, 4.48, -0.05)  0.000
C (0.68, -2.25, -5.40)  0.249
C (-1.37, 3.27, -1.96)  0.000
C (4.76, -0.19, 1.15)  0.000
C (1.94, 2.24, 1.04)  0.000
C (3.81, -0.63, 2.06)  0.000
C (3.11, -2.32, 0.51)  0.000
C (-0.28, -4.44, -0.42)  0.000
C (-2.48, -0.34, -3.01)  0.000
B (-0.15, -1.07, -1.98)  0.008
H (-0.39, 3.70, -3.82)  0.000
H (2.64, 3.06, 0.90)  0.000
H (4.21, -2.42, -1.33)  0.000
H (2.43, -1.91, -2.67)  0.005
H (-2.04, -3.26, 2.20)  0.000
H (-5.48, -0.15, -0.33)  0.000
H (-4.29, -0.75, 0.82)  0.000
H (2.86, 2.58, -1.82)  0.000
H (-0.29, -5.52, -0.40)  0.000
H (2.30, -3.36, 4.51)  0.000
H (-4.63, 0.14, -2.96)  0.000
H (2.47, -3.16, 0.27)  0.000
H (-2.07, 1.50, 6.95)  0.000
H (-4.41, 3.86, 0.83)  0.000
H (-1.51, -4.93, 2.00)  0.000
H (1.50, -3.10, 2.29)  0.000
H (2.35, 1.56, 1.78)  0.000
H (-0.35, -0.26, 6.51)  0.000
H (-2.06, 2.55, -2.40)  0.000
H (1.70, 0.70, -3.40)  0.003
H (-0.44, -3.76, 2.77)  0.000
H (-4.45, 0.98, 0.52)  0.000
H (2.83, -2.79, -5.24)  -0.004
H (1.03, 5.85, -0.40)  0.000
H (1.01, 2.66, 1.43)  0.000
H (-2.96, 4.82, 1.18)  0.000
H (-3.14, 2.30, -0.44)  0.000
H (-0.21, -1.63, -7.20)  0.019
H (-2.20, -0.43, -4.05)  0.000
H (1.16, 5.35, -2.82)  0.000
H (5.65, -0.48, -0.78)  0.000
H (3.73, -0.14, 3.02)  0.000
H (-0.61, -3.26, -6.71)  0.020
H (1.01, -2.93, -7.38)  0.000
H (0.32, -3.91, -2.47)  0.002
H (3.21, -1.84, 4.44)  0.000
H (5.42, 0.63, 1.41)  0.000
H (-3.08, 2.72, 5.02)  0.000
H (-0.64, 4.73, 1.01)  0.000

Values from the calculation:
* E_tot: -66793.239 eV
* charge: +2
* 2S+1: 2
* <S²>: 0.758
* gap between HOMO and LUMO (spin up / spin down): 8.33 / 4.80 eV
* molar mass: 817.04 Da
* HOMO (spin up / spin down): -0.4988 / -0.4988 Eh

***

No. 2
C39H39BN8O3Pt | wB97M-V/def2-TZVPD

Last column: Löwdin spin population.
CARTESIAN COORDINATES (ANGSTROEM)
Pt (0.54, -0.38, -0.70)  1.521
O (-3.83, -1.38, 2.19)  0.005
O (-0.40, 0.34, -2.83)  0.064
O (-1.78, -1.14, -0.32)  0.330
N (2.61, -0.32, -1.47)  0.134
N (0.92, -2.56, -0.79)  0.075
N (1.27, -0.65, 1.38)  0.112
N (2.09, -2.97, -0.26)  0.002
N (3.55, -0.97, -0.75)  0.005
N (2.47, -1.24, 1.52)  0.004
N (-3.64, -3.40, 0.34)  0.044
N (0.54, 1.72, -0.50)  0.742
C (0.74, 4.89, 1.24)  0.001
C (3.48, 3.24, 0.35)  0.007
C (4.86, 3.99, -1.48)  0.002
C (-0.38, -1.68, -4.07)  0.000
C (-2.80, 0.96, -0.70)  0.196
C (1.04, -4.79, -0.95)  0.002
C (2.53, 3.53, -1.86)  0.006
C (-1.68, -4.21, 1.47)  0.005
C (4.76, -0.74, -1.28)  0.000
C (3.24, 0.34, -2.44)  0.009
C (-5.14, 0.95, -1.21)  0.242
C (-2.80, -2.24, 2.34)  0.004
C (-3.93, 1.64, -1.03)  -0.015
C (-1.34, 3.78, 2.72)  0.001
C (-1.36, 0.56, -4.97)  0.003
C (-2.82, -0.48, -0.51)  0.063
C (-4.11, -0.48, 3.27)  0.000
C (-2.67, -3.24, 1.37)  0.003
C (3.77, 3.95, -2.33)  0.001
C (-1.89, -2.22, 3.39)  0.001
C (-5.21, -0.44, -1.03)  0.032
C (-0.68, 3.01, 1.77)  0.005
C (4.71, 3.64, -0.14)  0.004
C (-4.11, -1.16, -0.62)  0.115
C (-0.70, -0.22, -3.88)  0.003
C (0.36, 3.56, 1.03)  0.041
C (0.07, 5.65, 2.19)  0.003
C (2.84, -1.20, 2.81)  -0.001
C (2.19, -4.31, -0.35)  0.000
C (2.39, 3.19, -0.52)  0.049
C (1.86, -0.54, 3.53)  0.003
C (-4.30, -2.57, -0.40)  0.019
C (0.90, -0.22, 2.58)  0.008
C (1.06, 2.75, -0.01)  0.112
C (-0.88, -3.16, 3.46)  0.005
C (0.28, -3.65, -1.21)  0.007
C (-0.97, 5.10, 2.93)  -0.003
C (-0.77, -4.16, 2.50)  0.000
C (4.62, 0.11, -2.36)  0.004
B (3.14, -1.98, 0.34)  0.000
H (0.64, -1.87, -3.73)  0.000
H (-0.04, 0.29, 2.71)  0.000
H (3.36, 2.98, 1.39)  0.000
H (1.86, -0.33, 4.58)  0.001
H (-4.29, -1.03, 4.19)  0.000
H (2.68, 0.94, -3.14)  0.000
H (4.09, -2.58, 0.72)  0.000
H (-1.48, 5.70, 3.67)  0.000
H (3.06, -4.82, 0.01)  0.000
H (3.78, -1.63, 3.12)  0.000
H (0.81, -5.81, -1.19)  0.001
H (-2.24, 1.06, -4.57)  0.000
H (0.36, 6.68, 2.35)  0.000
H (-1.05, -2.25, -3.43)  0.000
H (-0.97, 1.98, 1.60)  0.003
H (-5.01, 0.06, 2.98)  0.000
H (5.56, 3.68, 0.53)  0.000
H (-1.62, -4.99, 0.72)  0.000
H (-3.90, 2.71, -1.17)  -0.005
H (-5.12, -3.02, -0.95)  0.001
H (-1.98, -1.47, 4.16)  0.000
H (-3.92, -4.37, 0.22)  0.001
H (-0.18, -3.13, 4.28)  0.000
H (3.88, 4.23, -3.37)  0.000
H (-6.03, 1.50, -1.50)  0.011
H (1.54, 5.32, 0.67)  0.000
H (-0.68, 1.34, -5.30)  0.000
H (-0.51, -2.01, -5.10)  0.000
H (5.82, 4.32, -1.84)  0.000
H (0.02, -4.90, 2.56)  0.000
H (-3.29, 0.23, 3.41)  0.000
H (-0.69, -3.56, -1.67)  0.000
H (-2.15, 3.35, 3.30)  0.000
H (1.67, 3.48, -2.52)  0.000
H (-6.16, -0.94, -1.17)  -0.001
H (5.39, 0.50, -3.00)  0.001
H (5.64, -1.19, -0.85)  0.000
H (-1.84, 1.45, -0.60)  0.012
H (-1.64, -0.06, -5.82)  0.001

Values from the calculation:
* E_tot: -63047.240 eV
* charge: +2
* 2S+1: 5
* <S²>: 6.059
* gap between HOMO and LUMO (spin up / spin down): 5.85 / 5.03 eV
* molar mass: 873.68 Da
* HOMO (spin up / spin down): -0.4540 / -0.4914 Eh

***

No. 3
C39H39FIrN4O3S | wB97M-V/def2-TZVPD

Last column: Löwdin spin population.
CARTESIAN COORDINATES (ANGSTROEM)
Ir (0.54, -1.04, -0.92)  2.788
S (-0.82, -1.32, -3.00)  0.786
F (-3.91, 4.48, -0.94)  0.002
O (-0.52, -2.23, 0.45)  0.233
O (-1.14, 0.41, -0.42)  0.174
O (-1.08, -2.58, 2.58)  0.037
N (-3.62, 0.52, 2.78)  0.017
N (2.38, -0.36, -1.99)  0.083
N (0.75, -3.11, -2.04)  0.154
N (1.70, 0.38, 0.44)  0.127
C (0.05, 2.01, 3.31)  -0.002
C (-1.09, -1.91, 1.56)  0.018
C (2.85, 0.73, 0.05)  0.035
C (2.08, -1.68, 2.43)  0.004
C (3.14, 0.49, -1.41)  0.045
C (0.57, 1.82, 2.04)  0.008
C (1.35, -0.39, 2.74)  0.010
C (-4.70, 3.57, 1.05)  -0.002
C (0.28, -5.08, -3.92)  -0.009
C (1.32, -4.30, -1.91)  0.032
C (-4.66, 2.58, 2.01)  0.004
C (-2.86, 1.49, 0.73)  0.011
C (1.13, 1.37, -3.97)  0.009
C (-1.92, -0.64, 1.56)  0.018
C (-2.78, -0.50, 2.64)  0.002
C (1.11, -5.31, -2.84)  0.106
C (3.32, -2.17, -5.07)  0.013
C (-0.09, -2.89, -3.07)  0.065
C (0.82, -0.16, 4.00)  -0.001
C (-3.60, 1.32, 5.10)  0.001
C (-3.84, 3.52, -0.04)  0.004
C (2.53, -0.67, -3.39)  0.011
C (-3.72, 1.53, 1.85)  0.001
C (-5.62, 2.59, 3.17)  0.001
C (3.30, -1.78, -3.73)  0.003
C (4.27, 1.22, -2.06)  0.008
C (1.89, -0.33, -5.66)  0.009
C (2.61, -1.46, -6.03)  0.005
C (-4.42, 0.58, 4.05)  0.001
C (-5.78, 1.19, 3.76)  0.000
C (-1.91, 0.39, 0.56)  0.011
C (1.85, 0.09, -4.34)  0.024
C (3.89, 1.36, 0.91)  0.007
C (0.52, 2.91, 1.00)  0.001
C (1.21, 0.60, 1.78)  0.004
C (-0.36, -3.85, -4.04)  0.108
C (-2.93, 2.50, -0.22)  -0.001
C (4.13, -2.51, -2.71)  0.000
C (0.17, 1.03, 4.29)  0.009
H (0.36, 1.60, -4.70)  0.000
H (4.25, 1.09, -3.14)  0.000
H (1.61, -6.27, -2.71)  0.005
H (-3.34, 2.33, 4.78)  0.000
H (-5.41, 4.38, 1.12)  0.000
H (-2.28, 2.48, -1.09)  0.000
H (-1.04, -3.63, -4.84)  0.005
H (0.67, 1.33, -2.98)  0.004
H (-6.35, 1.22, 4.68)  0.000
H (4.85, 0.86, 0.79)  0.002
H (-0.13, 3.72, 1.32)  0.000
H (1.51, 3.35, 0.83)  0.001
H (1.36, 0.24, -6.42)  0.000
H (3.90, -3.03, -5.36)  0.001
H (4.05, 2.41, 0.62)  0.001
H (3.60, 1.34, 1.96)  0.000
H (0.17, 2.54, 0.04)  0.000
H (-4.55, -0.46, 4.35)  0.000
H (-2.68, 0.78, 5.32)  0.000
H (-0.21, 1.21, 5.28)  0.001
H (2.63, -1.77, -7.06)  0.000
H (0.92, -0.92, 4.76)  0.000
H (-0.42, 2.96, 3.55)  0.000
H (-5.25, 3.29, 3.93)  0.000
H (3.62, -2.59, -1.74)  0.000
H (4.37, -3.52, -3.05)  0.000
H (5.22, 0.84, -1.68)  0.002
H (-6.58, 2.98, 2.84)  0.000
H (0.11, -5.85, -4.66)  -0.002
H (4.22, 2.28, -1.81)  0.003
H (5.07, -1.99, -2.54)  0.000
H (-6.32, 0.56, 3.06)  0.000
H (3.16, -1.51, 2.36)  0.001
H (-4.18, 1.39, 6.02)  0.000
H (1.75, -2.12, 1.49)  0.003
H (1.83, 2.21, -3.97)  0.000
H (-2.76, -1.26, 3.41)  0.000
H (1.91, -2.41, 3.21)  0.000
H (1.95, -4.45, -1.04)  0.001

Values from the calculation:
* E_tot: -69556.200 eV
* charge: +2
* 2S+1: 6
* <S²>: 8.786
* gap between HOMO and LUMO (spin up / spin down): 7.04 / 4.00 eV
* molar mass: 855.05 Da
* HOMO (spin up / spin down): -0.4808 / -0.4778 Eh